The following is a DFT calculation (wB97M-V/def2-TZVPD) of a 9-piece molecular cluster, C75H79F5N2O4S overall.

Computed properties:
Energy, hartree: -4213.29071
Structure (SMILES): Cc1ccc(C(C)C)c(OCc2c(C(F)(F)C(F)F)cc(CCCCS(=O)(=O)O)c3ncc(CCF)nc23)c1.c1ccccc1.c1ccccc1.c1ccccc1.c1ccccc1.c1ccccc1.c1ccccc1.c1ccccc1.c1ccccc1
Total charge: 0
HOMO energy, Ha: -0.3024
HOMO-LUMO gap, eV: 7.4

Cartesian coordinates (Å):
C -1.41 2.71 1.51
C -1.82 1.65 2.49
C -2.16 1.95 3.80
C -2.49 0.92 4.68
C -2.49 -0.40 4.30
C -2.83 -1.48 5.30
C -1.73 -2.54 5.44
C -4.19 -2.14 5.05
C -2.18 -0.69 2.97
O -2.26 -2.00 2.62
C -1.75 -2.41 1.36
C -2.70 -2.21 0.21
C -4.01 -2.63 0.23
C -4.63 -3.35 1.40
F -3.72 -4.04 2.13
F -5.52 -4.28 0.94
C -5.42 -2.41 2.35
F -4.80 -1.22 2.45
F -6.65 -2.20 1.82
C -4.87 -2.39 -0.86
C -4.47 -1.73 -1.99
C -5.43 -1.45 -3.11
C -6.61 -0.56 -2.68
C -6.46 0.90 -3.13
C -5.79 1.79 -2.09
S -6.88 2.14 -0.73
O -6.81 1.08 0.22
O -8.12 2.60 -1.27
O -6.13 3.36 -0.06
C -3.12 -1.32 -2.06
N -2.66 -0.68 -3.17
C -1.41 -0.33 -3.19
C -0.52 -0.56 -2.11
C 0.91 -0.13 -2.19
C 1.89 -1.28 -1.95
F 2.75 -0.98 -0.90
N -0.94 -1.16 -1.03
C -2.24 -1.56 -0.96
C -1.84 0.32 2.09
H -1.70 3.70 1.86
H -0.33 2.70 1.38
H -1.85 2.52 0.54
H -2.17 2.97 4.14
H -2.74 1.17 5.70
H -2.88 -0.98 6.27
H -1.89 -3.05 6.39
H -1.76 -3.25 4.62
H -0.76 -2.04 5.48
H -4.88 -1.45 4.56
H -4.08 -3.04 4.45
H -4.65 -2.42 6.00
H -1.55 -3.47 1.47
H -0.81 -1.92 1.15
H -5.54 -2.85 3.34
H -5.89 -2.72 -0.78
H -5.81 -2.40 -3.47
H -4.90 -0.97 -3.92
H -6.71 -0.57 -1.59
H -7.54 -0.97 -3.06
H -5.87 0.96 -4.04
H -7.45 1.31 -3.33
H -4.88 1.36 -1.67
H -5.53 2.75 -2.53
H -6.09 4.11 -0.67
H -1.04 0.18 -4.08
H 1.11 0.61 -1.41
H 1.11 0.32 -3.16
H 1.38 -2.21 -1.71
H 2.51 -1.45 -2.83
H -1.58 0.10 1.07
C -1.01 0.29 -9.09
C -1.85 0.22 -7.98
C -1.41 -0.39 -6.82
C -0.13 -0.94 -6.76
C 0.70 -0.88 -7.87
C 0.26 -0.26 -9.03
H -1.35 0.77 -10.00
H -2.84 0.65 -8.03
H -2.06 -0.45 -5.96
H 0.21 -1.43 -5.86
H 1.69 -1.31 -7.83
H 0.91 -0.21 -9.90
C 8.00 -3.03 0.60
C 7.10 -3.51 -0.34
C 5.94 -2.81 -0.60
C 5.67 -1.62 0.08
C 6.57 -1.15 1.02
C 7.74 -1.86 1.29
H 8.92 -3.58 0.80
H 7.31 -4.43 -0.87
H 5.23 -3.18 -1.33
H 4.76 -1.08 -0.14
H 6.36 -0.23 1.55
H 8.44 -1.48 2.02
C -0.55 -2.35 9.48
C -1.37 -1.38 8.93
C -2.59 -1.07 9.52
C -2.99 -1.74 10.67
C -2.17 -2.71 11.22
C -0.95 -3.02 10.63
H 0.40 -2.58 9.02
H -1.06 -0.86 8.03
H -3.23 -0.32 9.08
H -3.94 -1.50 11.13
H -2.48 -3.24 12.12
H -0.31 -3.78 11.06
C -2.95 2.60 9.98
C -3.65 3.57 9.29
C -4.67 4.28 9.92
C -4.98 4.01 11.25
C -4.28 3.03 11.94
C -3.26 2.33 11.31
H -2.15 2.06 9.49
H -3.41 3.78 8.25
H -5.22 5.03 9.38
H -5.77 4.56 11.74
H -4.52 2.82 12.97
H -2.71 1.57 11.84
C 9.49 -0.24 -4.28
C 8.59 -0.29 -3.23
C 8.94 -0.90 -2.03
C 10.20 -1.47 -1.90
C 11.10 -1.43 -2.96
C 10.74 -0.82 -4.15
H 9.21 0.24 -5.21
H 7.61 0.16 -3.33
H 8.24 -0.94 -1.21
H 10.48 -1.95 -0.97
H 12.08 -1.88 -2.86
H 11.44 -0.78 -4.97
C -6.38 9.54 6.36
C -6.37 10.04 7.65
C -5.76 9.33 8.67
C -5.17 8.11 8.40
C -5.18 7.59 7.11
C -5.79 8.31 6.09
H -6.85 10.09 5.56
H -6.84 11.00 7.86
H -5.75 9.73 9.68
H -4.69 7.55 9.20
H -4.72 6.64 6.90
H -5.80 7.91 5.08
C 1.44 -1.03 -13.44
C 0.47 -1.53 -14.30
C -0.73 -0.85 -14.47
C -0.97 0.32 -13.77
C 0.00 0.82 -12.90
C 1.20 0.14 -12.74
H 2.37 -1.56 -13.32
H 0.65 -2.45 -14.85
H -1.48 -1.24 -15.14
H -1.90 0.85 -13.90
H -0.18 1.74 -12.36
H 1.95 0.53 -12.07
C 13.67 -2.27 -8.31
C 12.77 -2.32 -7.26
C 13.13 -2.93 -6.06
C 14.39 -3.50 -5.93
C 15.29 -3.46 -6.99
C 14.93 -2.85 -8.18
H 13.39 -1.79 -9.24
H 11.79 -1.88 -7.36
H 12.43 -2.97 -5.24
H 14.67 -3.98 -5.00
H 16.27 -3.91 -6.88
H 15.63 -2.81 -9.00

Atomic partial charges in e from the Löwdin method, atoms 1 to 99: -0.046, -0.271, -0.047, -0.019, -0.145, -0.340, -0.051, -0.049, -0.207, -0.054, -0.111, -0.048, -0.037, -0.384, 0.116, 0.102, -0.287, 0.099, 0.091, 0.056, -0.138, -0.125, -0.169, -0.204, -0.235, 0.573, -0.256, -0.269, -0.149, -0.139, 0.153, -0.065, -0.250, -0.093, -0.177, -0.068, 0.188, -0.122, 0.038, 0.073, 0.081, 0.071, 0.105, 0.110, 0.106, 0.074, 0.071, 0.085, 0.077, 0.065, 0.088, 0.139, 0.120, 0.137, 0.137, 0.122, 0.092, 0.090, 0.115, 0.112, 0.105, 0.109, 0.105, 0.095, 0.099, 0.127, 0.110, 0.114, 0.116, 0.099, -0.087, -0.089, -0.102, -0.102, -0.091, -0.085, 0.093, 0.101, 0.079, 0.093, 0.101, 0.082, -0.116, -0.097, -0.091, -0.091, -0.096, -0.106, 0.101, 0.102, 0.099, 0.077, 0.102, 0.102, -0.093, -0.105, -0.104, -0.095, -0.096